# 1
264
Properties=species:S:1:pos:R:3 method="wB97M-V/def2-TZVPD" total_charge=+4 e_lumo_ev=-7.672
C -3.2380 3.7380 -2.8466
H -0.9217 3.8584 -6.1268
H -5.6849 -0.9461 3.9727
C 5.9646 -4.7120 2.8387
H -2.8977 1.7487 6.1930
H -6.4167 -0.2928 5.4426
C 3.3496 -1.1077 -6.4012
F 0.3644 -3.2701 4.4801
F 2.2954 -2.2637 -3.8446
H -0.8612 2.9694 3.4905
C -6.2440 -0.0664 4.3903
H 5.2532 1.1218 -1.5972
H 2.8480 5.9885 -0.2432
H -3.7787 6.3370 2.2713
C 4.3131 7.8128 2.8439
N 3.8772 12.8204 1.7733
H 6.6219 -2.8550 4.4604
H 2.6218 -1.9472 -6.4003
C -3.8536 5.6159 1.4912
H -1.3788 -9.0299 -0.2175
C 3.7451 -3.6305 -10.7577
C -0.9366 -1.4661 0.0877
H 0.3101 2.1395 -0.8184
F 1.4429 7.0692 2.3961
H 5.5917 -6.2310 4.3577
C 4.4336 1.1191 -2.3229
C 3.1709 5.0022 -2.8770
N 4.5169 -3.1243 3.9474
C -2.7360 -1.1554 5.9539
C -5.5637 4.5761 2.9991
C -2.4726 -2.4084 6.7589
H 3.9536 -1.1104 -1.0960
H -0.6628 -0.0595 8.2455
F 0.5804 -2.2583 -2.3286
H -12.1482 -5.5234 -1.2430
C -1.0509 1.3561 5.0560
H 2.0984 10.2051 0.7272
C 0.9453 0.1339 -0.2381
F -1.9676 1.0771 -1.5881
H 4.8357 0.9763 -7.7518
C 3.0768 -4.3168 -1.4047
C -0.3633 3.6026 -5.2041
C 3.7334 -2.1856 -10.0671
H 2.8635 -4.2477 -10.5463
O -4.2745 1.2233 4.7973
F 4.6346 -0.4980 1.1124
C -2.1584 -1.8009 0.6581
H 4.9151 0.1075 -9.2195
O 3.2190 3.8164 -3.3639
C -8.6568 -3.9648 -2.3333
C 3.3922 6.4228 0.6091
C 2.7029 0.1065 -5.8705
H -11.1148 -6.4932 -0.1761
H -5.3173 2.6738 1.5967
H 2.0905 4.4178 1.9898
H 6.8644 -4.1253 2.7316
C -0.8886 0.4890 1.4186
F 0.1707 -1.4905 -4.4046
C -5.2798 1.0629 4.0862
C 2.3291 -0.1426 -8.2950
H -5.4172 5.6069 3.3966
H 3.2887 3.9301 0.8087
C -4.5530 -2.8907 -3.2722
H -0.1395 -0.5603 6.6033
H -1.4208 1.9259 7.0757
H -5.4048 3.7962 3.7233
C 4.8516 -0.0614 -8.1799
H -2.2775 -3.3385 6.2776
H 2.8864 -1.6436 -10.4315
C -0.2662 -0.3343 0.4432
H -2.7615 -2.6582 0.4310
H 0.5324 -5.0440 -2.1921
N -2.6961 -0.9671 1.5478
F -3.7475 -5.4593 -2.0000
H -3.9247 -2.1460 -2.7715
H -2.4405 2.5525 4.0026
H -4.2506 3.2406 -2.8717
H 1.4254 1.4362 -7.0917
C -5.7699 -4.8826 -4.6171
H -2.4585 6.4400 0.1844
H 3.7156 14.5401 2.9958
H 5.9655 -1.6936 3.4122
B 0.8816 -2.4882 -3.7151
H -2.7075 -8.1184 0.2834
H -0.0903 2.5312 -5.3614
O -5.5227 1.6281 2.9561
C 4.6138 -4.3659 4.8437
C -3.1564 0.1804 7.9403
O 2.1499 5.4708 -2.3081
C -9.8047 -4.3990 -1.7367
H 4.6330 -4.1903 -10.4546
H 4.8728 -0.5106 5.3817
H -0.5534 -8.4740 1.8938
H 1.6815 -0.8532 -8.8520
H 3.8103 -3.4973 -11.8491
C 4.7611 -3.6891 2.5527
H 4.2874 6.9748 -2.7834
H -2.5921 -2.2525 -5.6331
H -7.5674 -6.9133 -3.6305
H 5.8933 10.2857 2.7561
H 2.6028 0.6724 -8.9650
C -4.0697 -1.1667 2.0592
H -1.4460 3.5220 4.9793
H -6.5474 4.5848 2.5916
C -3.3207 4.4844 -0.4683
H -3.9701 0.7853 7.4797
C -2.0112 0.0809 2.0308
H 2.9982 -2.8549 -8.1595
C 2.2487 1.6342 -1.5101
H 4.7920 14.6537 1.6514
C -0.9683 -4.9288 0.1857
C 3.5092 7.8313 0.5855
C -11.3321 -6.2606 -1.2189
C -4.7544 3.4736 1.0894
C -9.3516 -6.5586 -2.5665
H 3.0728 8.2713 -0.3022
H -4.5444 -1.6843 1.2906
C -2.4368 3.5226 -3.9867
H 3.1873 -2.0023 5.0535
H 3.1074 14.7557 1.3344
H 7.0446 -0.1350 6.5798
C -2.5449 -2.9329 -4.7014
H 1.2377 -7.5241 0.4845
C 3.7817 -2.2463 -8.5649
H 1.8665 -1.7400 0.0758
H 0.9503 -6.1550 1.4732
H 3.2255 -1.5167 3.3620
H -1.4843 -5.3543 1.0440
C -3.0629 5.5643 0.3843
F 4.8357 1.7032 0.6926
H -2.5449 0.6895 2.7875
H -1.9626 -6.4154 -1.3896
C 5.7691 -5.1312 4.3296
C 6.9414 -0.6758 5.6515
H 0.5057 4.7073 -2.9417
H 2.4027 2.4893 -2.1228
H -10.4756 -3.6961 -1.3177
C -1.3336 4.8465 -1.8567
H -9.6196 -7.5843 -2.5852
F 0.1818 8.2149 0.7181
H 3.8246 -3.9812 2.1200
H -3.4824 -0.7619 8.3197
N -4.6769 4.5664 1.8212
C -2.6518 4.3676 -1.7754
C 5.7445 -2.2681 4.2988
H 5.1363 5.6059 -3.6445
B -0.3001 -3.4676 3.2861
F -4.0648 0.3512 -1.0575
H -0.0103 1.5062 5.4238
C 2.8923 12.1491 1.1834
H -4.0209 -4.7090 -5.8669
C 1.9697 -0.8149 -0.3537
C 5.0548 10.7872 2.1821
C 3.9876 8.5424 1.6639
F -0.8131 6.6588 2.2097
C 3.1730 -0.4302 -0.9598
H 5.7730 -0.6141 -7.8545
C 2.9589 10.7738 1.0921
H -1.6603 -4.6962 -0.5801
N 3.6394 5.7798 1.7029
H 0.6234 4.0727 -5.1126
H -0.2040 -4.2395 0.5445
C 4.0262 10.0652 1.6595
H 5.1839 -2.9724 1.8639
C -1.1423 -2.1270 7.6700
H -1.1843 0.4510 4.4010
H 4.2973 5.8354 3.6593
H -2.0601 -2.3870 -3.8368
C 1.1060 1.3884 -0.8114
H -4.3219 2.4982 -0.7131
F 0.4975 -3.7506 -4.1658
H 5.7065 12.8152 2.7264
C 0.3795 -6.8587 0.8185
C 3.1670 4.3594 1.7879
H -2.7388 0.8303 8.7471
N -0.1954 -6.0622 -0.3412
H 4.7387 0.2625 -3.0113
C -4.1402 3.4349 -0.1202
C 3.2453 -2.3894 4.0659
H -3.7638 -0.9567 5.8350
H 4.2411 -1.5087 -5.9425
H -2.7944 3.1330 -4.9012
C -1.4405 2.6604 4.3545
C -1.9158 1.3477 6.2901
H -0.2741 -2.7825 7.4256
N -1.1329 3.8049 -3.9802
C -1.6182 -7.9948 0.0908
F -1.3262 -2.5678 3.2038
H 7.1209 0.0119 4.8900
H -3.3818 -2.6555 7.3452
H -6.2501 -5.5858 -5.3523
F 3.1763 0.9036 2.1532
H 1.5366 -4.1355 0.1221
C -6.4358 -4.3525 -3.5119
H 1.2667 -6.5651 -1.8006
H 4.1485 2.0647 -2.8963
C -0.5706 4.4683 -2.8987
H 5.9417 -5.5318 2.1631
F -3.9153 -5.9586 0.2540
H -8.5578 -2.9063 -2.2203
F -0.7708 -4.8084 3.1796
H 4.9376 5.5078 -1.8888
H -1.5356 -7.0916 1.9989
F 0.6440 -3.1342 2.2583
H 3.8002 -3.9337 -0.7163
H 2.4639 -3.1244 3.9426
H 2.5806 -5.6251 0.0177
C 1.6797 0.3695 -6.9705
C -4.5149 -4.4043 -4.9476
H 3.5209 -5.0585 -2.0943
H -4.4863 -0.1961 2.1763
F -3.4771 0.7475 -3.2872
H 4.7324 -2.6231 -8.1859
H 2.0316 12.6657 0.8667
H 4.6189 -1.6758 -10.4746
B 4.5561 0.7731 1.7054
H 4.6684 8.2349 3.7566
F 0.5931 5.8605 0.5999
C 3.8307 14.2601 1.9820
C -1.1634 -7.0102 -0.9847
C 2.0044 -4.8779 -0.5531
N 3.5597 -0.8828 -7.8921
H -11.7484 -7.0994 -1.8183
N 3.2562 0.7326 -1.5380
N -3.9329 -3.4574 -4.2845
N -10.1579 -5.6827 -1.8761
C 4.4492 5.8734 -2.8253
H -0.8747 5.4974 -1.0496
H 0.8865 -0.2855 -6.7385
H -2.3665 -1.0588 4.9487
C 4.9988 12.1895 2.2363
H -0.5755 -7.5437 -1.7274
B -3.0407 0.2373 -2.0642
C 4.0776 6.4522 2.8305
F -2.5518 -1.0536 -2.3071
N -2.1927 -0.0611 6.8693
H 2.8424 -3.5452 -2.1247
B 0.3539 7.0034 1.4588
C -0.8967 -0.6850 7.3994
H -1.2858 -2.2602 8.7510
C -5.7694 -3.3419 -2.7957
C -8.2294 -6.1168 -3.1451
H 6.6474 -5.0695 4.9760
H 5.3325 -1.9637 6.3018
H -7.1835 0.1261 3.8613
C 5.5627 -1.3303 5.4384
C 0.9196 -5.6339 -1.3427
F -4.5578 -3.8420 -0.4812
H 3.6893 -4.8210 4.5844
H 3.6874 3.9079 2.6202
B -4.4934 -5.2476 -0.7923
H -3.9740 -1.7992 2.9388
C -7.7757 -4.8074 -2.9993
H 4.6339 -4.1299 5.8929
H -0.6409 -2.0846 -0.7808
F 5.4854 0.8620 2.7007
F -5.8492 -5.6199 -1.1196
H 7.7098 -1.4626 5.5838
C -0.8875 -7.6122 1.3355
H 3.4916 0.9009 -5.7862
H -1.9485 -3.7991 -4.9893
H -0.3669 1.2963 1.9157
H -6.1751 -2.8740 -1.8919
H 2.1982 -0.1244 -4.9294


# 2
100
Properties=species:S:1:pos:R:3 method="wB97M-V/def2-TZVPD" total_charge=+2 relative_energy_kcal_mol=0.0 e_lumo_ev="-4.439 / -7.777" multiplicity=6
H 6.2387 5.5832 2.6835
N 1.5206 2.4467 0.0411
H -0.8838 -3.8283 -0.5580
C -0.2722 3.4620 -1.3154
H -2.8130 -3.8475 3.3463
H -2.3999 -2.8058 -5.8514
H 0.5999 -1.8149 -5.7053
H -5.1876 -0.1258 1.6817
Si -3.4171 1.5160 1.1185
N -0.9589 -2.2685 -4.4043
N 2.6231 -0.5270 0.2516
H 5.6327 0.3788 -0.3972
H -5.4251 1.4203 2.4956
H 4.2176 4.1762 -0.0722
H -2.9828 3.7869 1.8592
N 3.6844 0.3070 0.3903
H 5.9658 0.2537 2.0413
C 2.0364 -2.6180 -0.9152
H -4.8979 -2.9662 -0.7945
H 4.0879 1.9218 4.0043
N 4.9447 2.0858 1.6304
C -2.4240 2.8506 1.9495
C -1.5451 -3.2411 -5.3360
C 3.1047 1.5456 3.7728
C 0.0722 -0.4483 -2.6327
H -0.7870 -3.5137 -6.0641
C -1.5490 -2.0033 -3.2126
H -3.5164 0.1622 -3.4351
C 0.2451 -2.9094 2.3908
H 7.8703 4.8977 2.7171
H -2.2773 2.6564 3.0115
H -0.8251 4.3031 -0.8947
H -4.6107 1.2546 -1.0507
H -1.4484 3.0083 1.4861
H -4.3068 -1.2932 -0.7591
H 4.8814 -1.9331 -1.6441
C 2.1741 4.3057 -0.9849
H -2.7465 -2.1101 3.6312
H 2.0126 1.2749 5.6745
N 2.8170 2.6820 0.3720
H 1.6059 -0.1227 -4.1534
H -1.0809 0.7503 3.3922
Sb -1.7602 -0.4434 0.5005
N 1.4523 0.8975 2.4750
H -6.2139 -3.3767 -3.9609
C -4.6725 0.6817 2.2037
N -1.0659 -1.1514 -2.3437
H -4.8012 2.8634 -0.3553
H 0.1877 -2.8060 3.4750
Rh 0.7690 0.5086 0.4780
O 0.5459 0.3697 -1.8167
C 0.1779 -1.5775 -4.7391
H -3.9383 -0.6083 -4.9745
N 2.7342 1.3425 2.5056
H -3.8202 -2.7661 2.3819
Si -1.4524 -2.7937 1.6234
H -0.2647 3.5749 -2.3990
H -4.8419 -3.5161 -5.0558
C 6.8487 2.1644 2.7451
C -2.8431 -2.8702 2.8550
C -1.6580 -3.9690 0.1978
H 2.1705 5.2053 -1.5744
C -5.1307 -3.5050 -4.0043
H -4.2288 0.2854 3.1174
N 5.1471 3.4000 1.9404
C 4.6932 -0.1462 -0.3627
H -4.9004 -4.4830 -3.5768
C 2.9779 -1.5108 -0.5832
C 2.0438 1.2179 4.6008
H 0.9992 -2.3028 -0.7768
C 5.9583 1.3267 2.1383
H -2.6292 -3.8691 -0.2864
C 0.7120 -0.6723 -3.9032
C 4.2927 -1.3103 -0.9940
H -1.5711 -4.9910 0.5783
H 7.7744 1.8964 3.2242
C -4.2172 -0.5202 -3.9229
H 0.9663 -2.1767 2.0236
H -5.9428 -1.6509 -1.3245
H -5.1995 -0.0434 -3.8934
C 3.2238 3.8016 -0.2412
C -0.3458 0.3418 4.0869
H 0.6468 -3.9032 2.1776
H -3.3013 2.4439 -1.1797
B 3.5766 1.6325 1.2242
H -0.4094 -0.7470 4.0522
C 1.0266 0.8123 3.7464
H -1.8575 -4.1267 -4.7917
C 6.2933 3.4593 2.5904
H 2.1650 -2.9375 -1.9487
C -4.9111 -2.0103 -1.3210
H 6.8538 4.8111 4.1495
H -0.6146 0.6563 5.0935
H -0.8025 2.5368 -1.0809
C 6.8450 4.7627 3.0603
C 1.1183 3.4200 -0.7815
Si -4.2824 -2.1644 -3.0620
C -4.0850 2.0546 -0.5286
O -2.6339 -2.6872 -2.9479
H 2.2157 -3.4834 -0.2751